Below is 10 unconnected molecules or ions with the total composition C29H67Cl2N9O9 in a non-equilibrium geometry, with properties calculated with wB97M-V/def2-TZVPD.

Each line ends with the Mulliken spin population.
Cartesian coordinates (Å):
C1 1.437 -2.976 3.378  0.001
C2 2.249 -3.715 4.408  -0.001
O1 3.043 -3.090 5.085  0.000
N1 1.904 -5.014 4.583  0.000
C3 2.661 -5.896 5.463  0.000
H1 1.343 -1.919 3.624  0.000
H2 0.392 -3.259 3.245  0.000
H3 1.936 -2.968 2.409  0.001
H4 1.205 -5.344 3.932  0.000
H5 3.681 -5.844 5.081  0.000
H6 2.290 -6.919 5.402  0.000
H7 2.543 -5.518 6.478  0.000
C4 -0.794 -7.808 2.239  0.000
C5 -0.237 -6.456 1.714  0.005
O2 0.827 -6.030 2.177  -0.002
N2 -0.978 -5.772 0.809  -0.003
C6 -0.633 -4.561 0.213  -0.046
H8 -0.685 -8.017 3.303  0.000
H9 -0.309 -8.585 1.647  0.000
H10 -1.868 -7.790 2.056  0.000
H11 -1.879 -6.109 0.500  -0.002
H12 0.098 -4.708 -0.582  0.004
H13 -0.025 -3.995 0.919  0.012
H14 -1.539 -4.025 -0.069  0.026
C7 2.111 4.091 1.455  -0.006
C8 2.258 4.516 0.006  0.018
O3 2.696 5.616 -0.267  -0.007
N3 1.883 3.661 -0.922  -0.093
C9 2.052 3.945 -2.362  0.092
H15 1.205 4.613 1.764  0.002
H16 3.040 4.400 1.934  0.000
H17 1.959 3.013 1.521  0.004
H18 1.441 2.792 -0.659  0.035
H19 1.741 3.061 -2.919  0.026
H20 3.118 4.081 -2.540  0.011
H21 1.629 4.877 -2.736  -0.037
C10 3.464 0.295 1.602  -0.002
C11 4.332 -0.886 1.931  0.001
O4 4.587 -1.104 3.155  0.000
N4 4.805 -1.646 0.956  -0.005
C12 5.721 -2.752 1.199  0.001
H22 2.460 0.016 1.923  0.002
H23 3.413 0.684 0.585  0.003
H24 3.809 1.185 2.129  -0.001
H25 4.563 -1.428 0.000  0.002
H26 6.520 -2.301 1.787  0.000
H27 6.147 -3.126 0.268  0.001
H28 5.319 -3.546 1.829  0.000
C13 -0.972 -1.607 -5.051  0.674
C14 -1.854 -1.696 -3.814  0.744
O5 -1.405 -2.146 -2.763  -0.572
N5 -3.053 -1.117 -3.812  -0.285
C15 -4.002 -1.131 -2.753  0.238
H29 -0.031 -2.129 -4.880  0.091
H30 -0.852 -0.569 -5.364  -0.081
H31 -1.556 -1.995 -5.885  -0.374
H32 -3.305 -0.597 -4.640  0.038
H33 -4.709 -1.929 -2.978  -0.122
H34 -4.459 -0.144 -2.670  0.127
H35 -3.581 -1.280 -1.758  0.096
C16 -6.678 0.659 0.021  0.169
C17 -5.398 0.242 0.753  -0.106
O6 -5.384 -0.927 1.066  -0.039
N6 -4.339 1.052 0.891  0.184
C18 -3.099 0.640 1.484  -0.017
H36 -6.738 1.745 -0.045  -0.077
H37 -7.520 0.383 0.656  -0.031
H38 -6.582 0.203 -0.964  0.068
H39 -4.547 2.040 0.931  -0.050
H40 -3.146 0.889 2.544  -0.018
H41 -2.306 1.209 0.997  0.022
H42 -2.967 -0.405 1.202  0.005
C19 -3.096 4.156 4.189  0.024
C20 -2.131 4.405 3.057  -0.014
O7 -1.060 4.980 3.340  -0.008
N7 -2.437 4.099 1.828  -0.036
C21 -1.573 4.117 0.654  0.348
H43 -2.630 3.734 5.079  -0.002
H44 -3.879 3.506 3.796  -0.002
H45 -3.478 5.050 4.681  0.001
H46 -3.314 3.600 1.776  -0.025
H47 -0.639 3.564 0.754  0.008
H48 -1.236 5.122 0.398  0.006
H49 -2.094 3.725 -0.219  -0.148
C22 0.688 -1.051 0.136  0.014
C23 0.302 0.316 -0.377  -0.468
O8 0.795 1.298 0.045  0.024
N8 -0.582 0.360 -1.330  -0.064
C24 -1.236 1.505 -1.937  0.544
H50 0.188 -1.879 -0.367  0.026
H51 0.596 -1.098 1.221  0.000
H52 1.739 -1.218 -0.103  0.006
H53 -0.946 -0.510 -1.691  0.132
H54 -1.255 1.431 -3.024  -0.043
H55 -0.795 2.474 -1.707  0.052
H56 -2.269 1.572 -1.594  -0.064
C25 3.039 -0.023 -3.635  0.017
C26 3.887 0.179 -2.423  0.041
O9 3.987 -0.729 -1.584  -0.044
N9 4.533 1.331 -2.365  -0.010
C27 5.369 1.660 -1.247  0.005
H57 3.436 -0.864 -4.204  -0.062
H58 3.014 0.891 -4.229  -0.008
H59 2.019 -0.307 -3.374  0.107
H60 4.561 1.987 -3.132  -0.008
H61 4.864 2.363 -0.585  -0.003
H62 6.284 2.168 -1.550  -0.004
H63 5.803 0.819 -0.705  0.003
Cl1 -2.407 5.306 -2.425  0.000
C28 -3.686 5.452 -3.730  0.121
C29 -3.678 4.225 -4.589  0.462
Cl2 -3.987 2.725 -3.662  -0.245
H64 -3.442 6.368 -4.268  -0.078
H65 -4.628 5.475 -3.181  -0.106
H66 -2.730 4.144 -5.121  -0.108
H67 -4.354 4.446 -5.416  -0.112

Results
Orbital gap (spin up / spin down): 2.07 / 8.78 eV
Charge: -1
Largest force on an atom: 5.36 eV/A
Expectation value of S²: 0.750
2S+1: 2

Below is a molecular structure, C33H37BrF9GeKPSeSi3 in a non-equilibrium geometry, with properties calculated with wB97M-V/def2-TZVPD.

Each line ends with the Mulliken spin population.
Cartesian coordinates (Å):
K1 0.574 -0.621 0.193  0.054
F1 4.458 6.467 1.085  0.000
C1 4.315 5.133 0.884  0.000
C2 5.342 4.303 0.559  0.000
F2 6.548 4.749 0.261  0.000
C3 5.139 2.912 0.602  0.000
F3 6.230 2.123 0.530  0.000
C4 3.859 2.351 0.696  0.000
P1 3.486 0.570 0.326  -0.003
C5 4.460 -0.214 1.643  0.000
C6 5.896 -0.449 1.528  0.000
C7 6.587 -1.006 2.571  0.000
C8 5.952 -1.410 3.740  0.000
C9 4.578 -1.157 3.912  0.000
C10 3.851 -0.616 2.865  0.000
C11 4.387 0.426 -1.272  0.000
C12 5.029 -0.759 -1.707  0.000
C13 5.551 -0.819 -2.962  0.000
C14 5.674 0.344 -3.737  0.000
C15 5.130 1.532 -3.286  0.000
C16 4.423 1.540 -2.073  0.000
C17 2.780 3.255 0.857  -0.002
Br1 1.054 2.615 1.501  0.012
C18 3.027 4.570 1.073  -0.001
F4 2.001 5.439 1.303  0.000
H1 6.407 -0.165 0.600  0.000
H2 7.618 -1.301 2.352  0.000
H3 6.414 -2.148 4.437  0.000
H4 4.003 -1.409 4.844  0.000
H5 2.723 -0.639 2.928  0.000
H6 4.780 -1.636 -1.103  0.000
H7 5.952 -1.801 -3.358  0.000
H8 6.258 0.312 -4.647  0.000
H9 5.242 2.506 -3.807  0.000
H10 3.760 2.361 -1.898  0.000
C19 -2.848 -2.272 1.146  0.029
Si1 -4.316 -1.089 0.855  -0.050
C20 -5.246 -0.845 2.449  0.014
C21 -5.512 -1.665 -0.413  0.040
Ge1 -3.193 0.851 -0.214  0.785
Si2 -4.066 2.696 1.140  0.011
C22 -3.496 4.400 0.463  -0.001
C23 -3.484 2.795 2.896  0.001
C24 -5.916 2.607 1.072  0.026
Si3 -3.817 1.216 -2.508  0.013
C25 -3.270 -0.369 -3.286  0.006
C26 -2.924 2.766 -3.150  0.003
C27 -5.632 1.472 -2.800  0.037
H11 -3.095 -3.311 1.430  0.000
H12 -2.189 -1.939 1.944  0.006
H13 -2.251 -2.339 0.206  -0.004
H14 -6.094 -1.594 2.366  0.001
H15 -5.527 0.225 2.466  -0.003
H16 -4.558 -0.967 3.311  0.000
H17 -5.998 -2.609 0.009  0.006
H18 -5.075 -1.853 -1.395  -0.004
H19 -6.280 -0.864 -0.471  -0.005
H20 -2.424 4.429 0.043  0.003
H21 -3.416 5.138 1.390  0.001
H22 -4.180 4.823 -0.270  0.001
H23 -2.499 2.307 2.972  0.005
H24 -4.114 2.287 3.679  0.002
H25 -3.307 3.826 3.274  0.000
H26 -6.202 1.710 0.494  -0.003
H27 -6.370 3.526 0.636  0.000
H28 -6.327 2.576 2.109  0.004
H29 -2.259 -0.651 -2.930  0.007
H30 -3.052 -0.115 -4.310  0.001
H31 -3.843 -1.243 -3.206  0.001
H32 -3.515 3.697 -3.320  0.001
H33 -2.454 2.591 -4.125  0.002
H34 -2.005 3.109 -2.579  0.000
H35 -6.197 0.534 -2.801  -0.002
H36 -5.717 2.104 -3.723  0.003
H37 -5.946 2.090 -1.943  -0.001
F5 0.770 -9.094 0.187  0.000
C28 0.650 -7.808 -0.172  0.000
C29 -0.458 -7.441 -0.870  0.000
F6 -1.185 -8.462 -1.459  0.000
C30 -0.640 -6.049 -1.082  0.000
F7 -1.818 -5.608 -1.539  0.000
C31 0.269 -5.087 -0.604  0.001
Se1 0.109 -3.418 -1.397  0.001
C32 1.282 -5.532 0.260  0.000
F8 2.075 -4.575 0.777  0.000
C33 1.506 -6.904 0.445  0.000
F9 2.572 -7.433 1.105  0.000

Results
Orbital gap (spin up / spin down): 5.80 / 4.75 eV
Energy relative to the best compared isomer or geometry (same formula, charge and spin): 240.67 kJ/mol
Largest force on an atom: 2.69 eV/A
Expectation value of S²: 0.752
2S+1: 2

Below is a molecular structure, C31H56Cl2IrP2Si2 in a non-equilibrium geometry, with properties calculated with wB97M-V/def2-TZVPD.

Each line ends with the Mulliken spin population.
Cartesian coordinates (Å):
Ir1 -0.259 -0.691 0.067  1.821
C1 -1.704 -0.224 1.781  -0.124
C2 -1.737 0.933 0.934  0.331
C3 -2.210 0.462 -0.352  0.076
Si1 -1.370 2.659 1.578  0.004
C4 -2.470 -0.934 -0.265  0.117
C5 -2.140 -1.397 1.074  0.191
Si2 -1.902 -3.144 1.716  -0.012
H1 -1.388 -0.221 2.819  0.020
H2 -2.342 1.083 -1.233  0.030
H3 -2.877 -1.554 -1.050  0.030
Cl1 2.433 0.034 -4.088  0.008
C6 -1.696 -3.159 3.576  -0.019
C7 -3.342 -4.209 1.185  0.004
C8 -0.862 2.596 3.376  0.009
C9 -2.907 3.719 1.412  0.016
H4 -4.268 -3.767 1.580  0.002
H5 -3.234 -5.212 1.621  0.002
H6 -3.446 -4.308 0.098  0.000
H7 -1.053 -2.346 3.942  0.020
H8 -1.266 -4.119 3.899  0.001
H9 -2.686 -3.053 4.043  0.000
H10 -3.783 3.123 1.707  0.000
H11 -3.066 4.095 0.392  0.002
H12 -2.822 4.573 2.101  0.001
H13 -1.754 2.443 4.001  -0.004
H14 -0.401 3.554 3.658  0.004
H15 -0.146 1.790 3.579  0.018
C10 -0.264 -3.747 0.914  0.025
C11 0.065 3.443 0.620  0.000
P1 0.146 -2.819 -0.624  -0.034
H16 -0.379 -4.819 0.689  -0.002
H17 0.568 -3.654 1.631  0.008
P2 0.297 2.854 -1.093  0.015
H18 0.984 3.223 1.193  -0.003
H19 -0.084 4.535 0.632  -0.003
C12 1.711 3.907 -1.753  0.010
C13 -1.211 3.575 -1.969  0.000
C14 -1.179 -3.509 -1.792  0.045
C15 1.736 -3.455 -1.355  0.067
C16 2.868 -2.435 -1.400  0.025
H20 1.452 -3.675 -2.398  0.005
C17 2.219 -4.742 -0.681  0.016
H21 2.507 -4.550 0.359  0.003
H22 3.109 -5.101 -1.211  -0.001
H23 1.482 -5.554 -0.691  0.003
H24 2.536 -1.470 -1.794  -0.007
H25 3.647 -2.802 -2.082  0.001
H26 3.329 -2.307 -0.413  0.005
H27 -2.113 -3.450 -1.210  0.004
C18 -0.951 -4.987 -2.118  0.009
C19 -1.368 -2.654 -3.044  0.020
H28 -0.991 -5.623 -1.225  0.002
H29 0.001 -5.171 -2.628  0.003
H30 -1.759 -5.326 -2.780  -0.002
H31 -1.588 -1.611 -2.790  0.002
H32 -2.230 -3.030 -3.614  -0.001
H33 -0.497 -2.684 -3.715  -0.003
H34 -2.068 3.192 -1.390  0.006
C20 -1.310 3.026 -3.401  0.002
C21 -1.248 5.102 -1.958  0.001
H35 -1.295 5.521 -0.946  0.000
H36 -2.154 5.426 -2.488  0.000
H37 -0.386 5.532 -2.484  0.000
H38 -1.491 1.944 -3.418  0.002
H39 -0.401 3.241 -3.980  0.000
H40 -2.155 3.509 -3.913  0.000
C22 2.943 3.015 -1.935  0.005
C23 2.054 5.123 -0.896  0.002
H41 1.368 4.241 -2.747  0.001
H42 2.391 4.819 0.103  0.002
H43 1.220 5.826 -0.792  -0.001
H44 2.881 5.665 -1.373  0.000
H45 3.302 2.640 -0.967  -0.001
H46 3.755 3.594 -2.395  0.001
H47 2.735 2.157 -2.583  -0.001
C24 0.935 0.009 -3.125  0.079
H48 1.129 -0.017 -2.041  0.016
H49 0.377 0.924 -3.367  -0.014
H50 0.341 -0.847 -3.452  -0.019
Cl2 3.189 2.248 1.708  0.113
C25 2.468 1.042 2.731  0.480
C26 2.659 1.168 4.104  0.351
C27 2.106 0.218 4.969  0.000
C28 1.438 -0.889 4.450  0.618
C29 1.293 -1.028 3.070  0.104
C30 1.747 -0.045 2.186  -0.050
C31 1.545 -0.175 0.700  0.536
H51 3.225 2.017 4.480  0.039
H52 2.222 0.347 6.046  0.006
H53 1.037 -1.657 5.114  0.042
H54 0.808 -1.918 2.667  0.066
H55 2.296 -0.854 0.287  -0.024
H56 1.690 0.801 0.221  -0.123

Results
Orbital gap (spin up / spin down): 4.46 / 5.03 eV
Largest force on an atom: 5.16 eV/A
Expectation value of S²: 8.772
2S+1: 6

Below is a molecular structure, C29H21F5N3O2Pt in a non-equilibrium geometry, with properties calculated with wB97M-V/def2-TZVPD.

Each line ends with the Löwdin charge.
Cartesian coordinates (Å):
Pt1 0.051 -0.093 0.172  1.257
C1 1.120 -1.522 -2.692  -0.025
C2 2.346 -1.796 -1.895  -0.189
C3 3.152 -2.883 -2.166  -0.021
C4 4.311 -3.121 -1.436  -0.017
C5 4.646 -2.301 -0.362  -0.019
C6 3.875 -1.203 -0.044  -0.174
C7 4.158 -0.371 1.164  -0.014
C8 2.746 -0.892 -0.864  -0.209
N1 2.034 0.244 -0.652  0.021
C9 2.576 1.493 -0.547  -0.445
O1 3.594 1.848 -1.098  0.149
C10 1.774 2.384 0.366  -0.150
C11 2.008 3.733 0.611  0.060
C12 1.216 4.371 1.556  0.016
C13 0.285 3.652 2.298  0.062
C14 0.157 2.294 2.035  -0.181
N2 0.871 1.730 1.076  0.063
C15 -0.675 1.330 2.834  -0.478
O2 -1.503 1.661 3.648  0.140
N3 -0.405 0.020 2.509  0.110
C16 -0.368 -0.988 3.385  -0.170
C17 0.091 -0.808 4.739  -0.163
C18 0.739 0.454 5.195  -0.022
C19 -0.066 -1.847 5.636  -0.025
C20 -0.594 -3.068 5.241  -0.022
C21 -0.904 -3.294 3.901  -0.028
C22 -0.766 -2.301 2.958  -0.174
C23 -1.130 -2.570 1.535  -0.039
H1 0.827 -2.403 -3.256  0.096
H2 0.284 -1.224 -2.039  0.028
H3 1.295 -0.704 -3.392  0.105
H4 2.879 -3.550 -2.968  0.121
H5 4.934 -3.965 -1.684  0.118
H6 5.515 -2.534 0.235  0.121
H7 4.867 -0.872 1.816  0.092
H8 4.588 0.587 0.872  0.091
H9 3.235 -0.183 1.718  0.080
H10 2.786 4.248 0.071  0.137
H11 1.328 5.433 1.717  0.128
H12 -0.322 4.112 3.061  0.140
H13 -0.010 1.110 5.643  0.101
H14 1.480 0.237 5.963  0.096
H15 1.217 0.996 4.380  0.079
H16 0.233 -1.702 6.663  0.124
H17 -0.742 -3.854 5.965  0.116
H18 -1.267 -4.267 3.603  0.122
H19 -1.021 -3.627 1.300  0.098
H20 -2.172 -2.294 1.361  0.101
H21 -0.491 -1.993 0.818  0.009
F1 -1.992 -2.014 -1.442  0.066
C24 -2.662 -0.934 -0.992  -0.259
C25 -1.943 0.132 -0.464  -0.125
C26 -2.694 1.226 -0.052  -0.227
F2 -2.043 2.319 0.390  0.081
C27 -4.085 1.240 -0.068  -0.132
F3 -4.748 2.300 0.383  0.141
C28 -4.771 0.121 -0.536  -0.116
F4 -6.096 0.070 -0.495  0.155
C29 -4.049 -0.962 -1.031  -0.140
F5 -4.678 -2.028 -1.518  0.139

Results
Orbital gap (spin up / spin down): 4.40 / 4.40 eV
Charge: +1
Energy relative to the best compared isomer or geometry (same formula, charge and spin): 77.42 kJ/mol
Largest force on an atom: 4.65 eV/A
2S+1: 1

Question: Among the records above, which one has the lowest 2S+1?
Answer: C29H21F5N3O2Pt

Question: Among the records above, which one has the lowest 2S+1?
Answer: C29H21F5N3O2Pt